62
Properties=species:S:1:pos:R:3 method="wB97M-V/def2-TZVPD" homo_ev=-8.00 energy_ev=-59144.6119 total_charge=0 orbital_gap_ev=8.15 smiles="O=C(CSc1nc2c(sc3ccccc32)c(=O)n1CCCN1CCCC1)NCc1ccccc1" fmax_ev_per_a=1.27
O 2.884 3.299 0.473
C 1.694 3.274 0.258
C 1.117 3.915 -1.003
S -0.369 3.103 -1.649
C 0.245 1.459 -1.776
N 1.438 1.270 -1.321
C 1.938 0.018 -1.396
C 1.205 -1.024 -1.937
S 2.058 -2.535 -1.920
C 3.432 -1.762 -1.165
C 4.618 -2.377 -0.791
C 5.594 -1.606 -0.192
C 5.400 -0.243 0.035
C 4.227 0.376 -0.336
C 3.230 -0.388 -0.943
C -0.121 -0.835 -2.445
O -0.848 -1.670 -2.938
N -0.553 0.512 -2.324
C -1.872 0.836 -2.839
C -2.941 0.906 -1.750
C -3.156 -0.441 -1.055
N -4.345 -0.386 -0.222
C -4.114 0.185 1.096
C -3.726 -0.977 2.045
C -4.155 -2.240 1.285
C -4.927 -1.684 0.075
N 0.772 2.819 1.129
C 1.143 2.036 2.290
C 1.197 0.557 1.991
C 2.340 -0.179 2.270
C 2.390 -1.534 1.996
C 1.300 -2.167 1.425
C 0.160 -1.439 1.132
C 0.107 -0.087 1.418
H 1.883 3.914 -1.777
H 0.814 4.942 -0.792
H 4.765 -3.431 -0.965
H 6.523 -2.067 0.108
H 6.182 0.332 0.507
H 4.053 1.426 -0.161
H -2.124 0.044 -3.549
H -1.811 1.794 -3.362
H -3.881 1.205 -2.213
H -2.674 1.674 -1.022
H -2.253 -0.716 -0.489
H -3.307 -1.203 -1.822
H -5.051 0.640 1.428
H -3.356 0.966 1.056
H -2.656 -0.982 2.248
H -4.245 -0.883 2.998
H -4.773 -2.901 1.889
H -3.286 -2.805 0.945
H -5.974 -1.518 0.346
H -4.892 -2.339 -0.794
H -0.186 2.761 0.819
H 0.417 2.237 3.084
H 2.128 2.385 2.607
H 3.198 0.315 2.702
H 3.286 -2.094 2.217
H 1.339 -3.223 1.201
H -0.687 -1.933 0.676
H -0.792 0.473 1.196